A structure of composition C3H6BiO4. Source: the Open Molecules 2025 dataset; level of theory: ωB97M-V/def2-TZVPD.

Structure (XYZ):
```
14
C3H6BiO4 ωB97M-V/def2-TZVPD
O -1.11785 0.98825 0.09092
O -3.06922 -0.13717 0.12767
C -1.87257 0.08301 -0.37210
O -1.47810 -0.64249 -1.32890
H 2.77528 -0.56564 -0.69150
Bi 0.31992 0.34512 -1.25482
O 2.04440 -0.08271 -0.28085
H -3.18359 0.34891 0.95575
C 2.21467 0.05787 1.10041
C 2.98231 -0.97990 1.81118
H 2.12028 -1.67297 2.03727
H 3.49234 -0.58540 2.70393
H 1.43981 0.68373 1.54091
H 3.70713 -1.50425 1.16381
```

Output
- Total charge: +2
- HOMO (alpha / beta): -16.847 / -21.216 eV
- ΔE to the lowest compared entry with this formula, charge and spin: 0.0 kcal per mole
- Electronic energy: -632.66910 Ha
- HOMO-LUMO gap (alpha / beta): 5.87 / 10.25 eV
- 2S+1: 2

Atomic partial charges in e from the Löwdin method, atoms 1 to 6: atom 1 (O): -0.077, atom 2 (O): 0.284, atom 3 (C): -0.749, atom 4 (O): -0.084, atom 5 (H): 0.156, atom 6 (Bi): 2.228

***

A structure of composition C3H6Br2O. Source: the Open Molecules 2025 dataset; level of theory: ωB97M-V/def2-TZVPD.

Structure (XYZ):
```
12
C3H6Br2O ωB97M-V/def2-TZVPD
C -1.15581 0.98419 0.18825
C 0.84457 -1.49475 0.42023
C 0.05601 0.54248 -0.61343
O 0.33049 -0.75992 -0.72441
Br -0.05819 0.97196 -2.56715
Br 1.66483 1.57635 0.09782
H -1.37866 2.03119 0.18437
H -2.04860 0.68566 -0.42332
H -1.06997 0.51089 1.21904
H 0.01508 -2.24239 0.62258
H 0.90122 -0.77414 1.26135
H 1.89903 -2.03153 0.33467
```

Output
- HOMO: -9.892 eV
- ΔE to the lowest compared entry with this formula, charge and spin: 21.4 kcal per mole
- Electronic energy: -5341.12821 Ha
- HOMO-LUMO gap: 10.46 eV

Atomic partial charges in e from the Löwdin method, atoms 1 to 6: atom 1 (C): -0.155, atom 2 (C): -0.090, atom 3 (C): -1.229, atom 4 (O): -0.332, atom 5 (Br): 0.660, atom 6 (Br): 0.598

***

A cluster of 2 separate species, C3H6Br2O2 in total. Source: the Open Molecules 2025 dataset; level of theory: ωB97M-V/def2-TZVPD.

Structure (XYZ):
```
13
C3H6Br2O2 ωB97M-V/def2-TZVPD
C -0.22796 0.22500 1.68219
C -0.23772 0.19597 -0.92170
C 0.29089 -0.29035 0.40531
O -1.56678 -0.23266 -1.06744
O 0.57429 -0.30769 -1.92231
Br 0.94819 -2.02533 0.37311
Br 2.80968 1.19482 0.26280
H 0.50495 0.09356 2.47659
H -1.12262 -0.33604 1.97180
H -0.49143 1.27609 1.59345
H -0.28620 1.29158 -0.92010
H -1.57324 -1.19879 -1.16821
H 0.37795 0.11385 -2.76550
```

Output
- HOMO (alpha / beta): -9.218 / -8.830 eV
- ΔE to the lowest compared entry with this formula, charge and spin: 47.8 kcal per mole
- Electronic energy: -5416.35057 Ha
- HOMO-LUMO gap (alpha / beta): 7.54 / 6.55 eV

Atomic partial charges in e from the Löwdin method, atoms 1 to 6: atom 1 (C): -0.146, atom 2 (C): -0.589, atom 3 (C): -0.708, atom 4 (O): 0.019, atom 5 (O): -0.058, atom 6 (Br): 0.885

***

A structure of composition C3H6BrClIN. Source: the Open Molecules 2025 dataset; level of theory: ωB97M-V/def2-TZVPD.

Structure (XYZ):
```
13
C3H6BrClIN ωB97M-V/def2-TZVPD
C -1.07156 0.32585 -0.99589
C -0.71604 -0.18478 1.30645
C 1.79641 -0.22260 -0.35872
N -0.53021 -0.53978 -0.06216
Cl 2.14245 -0.72651 -1.94431
Br 2.45198 -1.47388 0.92842
I 2.12536 1.77070 0.21597
H -1.11248 1.34773 -0.76168
H -0.54284 0.38003 -1.86156
H -2.09882 0.02709 -1.45480
H 0.03762 -0.73383 1.82162
H -0.86874 0.94990 1.66982
H -1.61314 -0.91993 1.49683
```

Output
- HOMO: -8.187 eV
- ΔE to the lowest compared entry with this formula, charge and spin: 78.7 kcal per mole
- Electronic energy: -3504.39408 Ha
- HOMO-LUMO gap: 7.33 eV

Atomic partial charges in e from the Löwdin method, atoms 1 to 6: atom 1 (C): -0.238, atom 2 (C): -0.225, atom 3 (C): -1.733, atom 4 (N): -0.136, atom 5 (Cl): 0.530, atom 6 (Br): 0.583

***

A structure of composition C3H6BrIO. Source: the Open Molecules 2025 dataset; level of theory: ωB97M-V/def2-TZVPD.

Structure (XYZ):
```
12
C3H6BrIO ωB97M-V/def2-TZVPD
C 0.79823 0.50168 0.05350
C -0.70721 0.36926 -0.09123
C -1.02815 -1.24203 -0.81914
O -0.40118 -2.10932 -0.08197
Br -0.40757 -1.05076 -2.67931
I -3.28954 -1.70897 -0.82484
H 1.17163 0.58333 -0.90299
H 1.11950 1.43330 0.52522
H 1.12011 -0.40324 0.41510
H -1.43762 0.28632 0.68600
H -1.00826 1.14465 -0.80680
H -0.85881 -3.00599 -0.16334
```

Output
- HOMO: -9.616 eV
- ΔE to the lowest compared entry with this formula, charge and spin: 21.4 kcal per mole
- Electronic energy: -3064.80062 Ha
- HOMO-LUMO gap: 9.17 eV

Atomic partial charges in e from the Löwdin method, atoms 1 to 6: atom 1 (C): -0.118, atom 2 (C): -0.215, atom 3 (C): -1.212, atom 4 (O): -0.140, atom 5 (Br): 0.614, atom 6 (I): 0.648

***

The ion C3H6BrN2OS with charge +1. Source: the Open Molecules 2025 dataset; level of theory: ωB97M-V/def2-TZVPD.

Structure (XYZ):
```
14
C3H6BrN2OS ωB97M-V/def2-TZVPD
C 0.58219 1.05960 -0.31001
C -0.54430 -1.15265 0.24024
C -1.73989 -0.45438 0.69569
N 0.34089 -0.18907 -0.61681
N 1.52706 1.80078 -0.87229
O 0.20489 -1.55515 1.24646
S -0.52058 1.87898 0.75216
Br -3.27922 -0.39032 -0.25651
H -0.79725 -1.90611 -0.44733
H -1.76208 -0.30901 1.79768
H 1.16416 -0.77171 -0.98824
H 2.07530 1.42876 -1.53353
H 1.91052 2.79483 -0.65529
H 0.83832 -2.23455 0.94779
```

Output
- Total charge: +1
- HOMO (alpha / beta): -13.560 / -13.559 eV
- Electronic energy: -3274.54099 Ha
- HOMO-LUMO gap (alpha / beta): 7.72 / 7.71 eV

Atomic partial charges in e from the Löwdin method, atoms 1 to 6: atom 1 (C): -0.791, atom 2 (C): -0.515, atom 3 (C): -0.589, atom 4 (N): 0.076, atom 5 (N): 0.134, atom 6 (O): 0.069

***

Max |F|, respectively: 5.9, 2.7, 1.7, 3.5, 5.1, 4.3 eV Å⁻¹.